1.
Formula: C5H11O2
Source: the Open Molecules 2025 dataset
Level of theory: ωB97M-V/def2-TZVPD

```
! wB97M-V def2-TZVPD RIJCOSX def2/J DEFGRID3
* xyz -1 1
C -0.8933 -0.2399 0.3708
C -2.3640 -0.5388 0.0615
C -0.7066 0.3466 1.7479
H -0.4023 -1.1933 0.2021
H -0.3752 0.4272 -0.3175
H -3.0007 0.3329 0.2913
H -2.7508 -1.3682 0.6460
H -1.3167 -0.1548 2.5136
H 0.3207 0.3643 2.1210
H -2.5032 -0.5300 -1.0203
H -1.0010 1.4035 1.8221
C 2.0861 0.3655 -1.8213
C 2.1614 -0.1226 -0.3681
O 1.9518 -1.3442 -0.1771
O 2.5153 0.7176 0.4951
H 1.1371 0.8347 -2.0952
H 2.3187 -0.4561 -2.4858
H 2.8227 1.1555 -1.9861
*
```

Results
ΔE to the lowest compared entry with this formula, charge and spin = 9.2 kcal/mol
LUMO level = 3.9 eV
E_HOMO = -3.858 eV
frontier orbital gap = 7.7 eV

2.
Formula: C5H5NOS
Source: the Open Molecules 2025 dataset
Level of theory: ωB97M-V/def2-TZVPD

```
! wB97M-V def2-TZVPD RIJCOSX def2/J DEFGRID3
* xyz 0 1
C -1.6334 0.6418 -1.2078
C -0.5595 0.2621 -0.5962
C 0.4087 -0.8916 -0.6952
C 1.2223 -0.9242 0.7339
C -0.3839 0.9886 0.6567
H -2.3769 1.3382 -0.8297
H -1.6545 0.4070 -2.4291
H 0.3638 -1.8320 1.5025
H 2.4848 -1.6458 0.5195
H 1.1985 0.9484 1.9741
N 0.9302 0.6525 1.1330
O -1.0350 1.8215 1.1364
S 1.0350 -1.7665 -1.8982
*
```

Results
ΔE to the lowest compared entry with this formula, charge and spin = 131.4 kcal/mol
LUMO level = -1.2 eV
E_HOMO = -9.062 eV
frontier orbital gap = 7.9 eV

3.
Formula: C5H14N4
Source: the Open Molecules 2025 dataset
Level of theory: ωB97M-V/def2-TZVPD

```
! wB97M-V def2-TZVPD RIJCOSX def2/J DEFGRID3
* xyz 0 1
C 0.8713 -0.7438 0.0977
C -1.3823 2.0940 -0.8929
C 0.2642 -1.4894 -1.0912
C 0.6966 -1.5207 1.4051
N -1.0268 1.0607 0.0816
C 0.3138 0.7212 0.2632
N -1.9966 0.0842 0.3960
N 2.3294 -0.6166 -0.2044
N 1.1881 1.6351 0.6039
H -2.4401 -0.2776 -0.4509
H -2.7410 0.4998 0.9602
H 2.8616 -1.1728 0.4610
H 2.5617 0.3564 0.0523
H 0.6809 2.5126 0.7394
H -2.4102 2.4369 -0.7323
H -0.7281 2.9674 -0.8140
H -1.3055 1.6935 -1.9092
H 0.8328 -2.3972 -1.3281
H -0.3601 -1.6709 1.6470
H -0.7610 -1.8146 -0.8922
H 0.2436 -0.8610 -1.9892
H 1.1610 -2.5121 1.3475
H 1.1467 -0.9853 2.2494
*
```

Results
ΔE to the lowest compared entry with this formula, charge and spin = 29.4 kcal/mol
LUMO level = 0.8 eV
E_HOMO = -8.820 eV
frontier orbital gap = 9.6 eV
structure (SMILES) = [H]/N=C(\N(C)N)C(C)(C)N

4.
Formula: C5H7N3S
Source: the Open Molecules 2025 dataset
Level of theory: ωB97M-V/def2-TZVPD

```
! wB97M-V def2-TZVPD RIJCOSX def2/J DEFGRID3
* xyz 0 1
C -1.4977 0.3133 0.0370
C -1.2173 -1.0467 -0.0059
C 2.3106 -0.6116 -0.7388
C 2.3322 -0.5805 0.7165
C -2.9046 0.7514 -0.1193
N -0.5897 1.1972 0.1631
N -0.9476 -2.1490 0.1557
N 2.1596 0.6129 0.0068
S 0.9079 1.7308 0.1365
H 3.2433 -0.5325 -1.4293
H 1.3389 -0.8294 -1.1295
H 1.4499 -0.8254 1.3985
H 3.3637 -0.8364 1.2490
H -3.1259 1.8901 0.0087
H -3.3923 0.5268 -1.1625
H -3.4311 0.3890 0.7134
*
```

Results
ΔE to the lowest compared entry with this formula, charge and spin = 69.7 kcal/mol
LUMO level (alpha / beta) = 0.0 / 0.0 eV
E_HOMO (alpha / beta) = -8.835 / -8.835 eV
frontier orbital gap (alpha / beta) = 8.9 / 8.9 eV
structure (SMILES) = C/C(C#N)=N/SN1CC1

5.
Formula: CH13O5S
Source: the Open Molecules 2025 dataset
Level of theory: ωB97M-V/def2-TZVPD

```
! wB97M-V def2-TZVPD RIJCOSX def2/J DEFGRID3
* xyz 0 2
C 0.8691 1.6052 -1.9081
S 1.3451 0.3660 -0.6936
H -0.1210 2.0017 -1.6832
H 0.9026 1.2278 -2.9281
H 1.6566 2.3625 -1.8199
H 0.4597 -1.9094 -1.4537
H -1.0386 -2.1629 -1.2285
O -0.1963 -2.6154 -1.3655
H -1.2925 0.0264 -0.8061
H -1.8996 -0.1911 0.5677
O -2.1516 -0.0200 -0.3572
H -0.9097 2.5560 1.4118
H 0.3755 2.1903 0.6740
O 0.0093 2.8310 1.3025
H -0.2434 0.2624 2.3582
H -0.4603 -1.2227 2.1528
O -0.9497 -0.3984 2.3048
H 0.8229 -2.9915 1.2299
H 1.4525 -1.6825 0.7308
O 1.3693 -2.2354 1.5114
*
```

Results
ΔE to the lowest compared entry with this formula, charge and spin = 0.0 kcal/mol
LUMO level (alpha / beta) = 0.2 / -3.4 eV
E_HOMO (alpha / beta) = -10.808 / -10.423 eV
frontier orbital gap (alpha / beta) = 11.1 / 7.0 eV

Number 1: molecular weight 103.141 g/mol. Number 2: molecular weight 127.168 g/mol. Number 3: molecular weight 130.195 g/mol. Number 4: molecular weight 141.199 g/mol. Number 5: molecular weight 137.177 g/mol.